72
Properties=species:S:1:pos:R:3 method="wB97M-V/def2-TZVPD" charge=-1 orbital_gap_ev=3.7532 e_tot_ha=-2840.7644 lumo_energy_ev=1.789 de_lowest_kcal_mol=0.5
Na -0.103 0.068 0.385
C -1.917 -2.168 5.206
N -2.007 -2.125 3.759
C -2.989 -2.996 3.131
C -1.192 -1.381 2.966
O -1.235 -1.426 1.754
C -0.162 -0.477 3.645
O -0.159 0.746 2.933
C 1.037 1.473 3.004
C 2.124 0.824 2.147
O 1.889 -0.226 1.568
N 3.310 1.464 2.068
C 4.331 0.956 1.171
C 3.570 2.725 2.733
H -2.373 -1.293 5.678
H -0.887 -2.259 5.551
H -2.449 -3.052 5.551
H -3.989 -2.757 3.501
H -2.766 -4.043 3.345
H -2.947 -2.851 2.057
H 0.803 -0.986 3.564
H -0.384 -0.280 4.697
H 1.379 1.603 4.040
H 0.818 2.453 2.579
H 4.007 -0.005 0.782
H 5.277 0.835 1.704
H 4.475 1.648 0.338
H 2.693 3.369 2.728
H 4.349 3.251 2.184
H 3.911 2.583 3.764
I 2.029 5.061 -0.083
C 1.092 3.904 -1.554
C 0.965 4.419 -2.849
C 0.376 3.685 -3.841
I 0.195 4.549 -5.742
C -0.091 2.366 -3.577
C -0.669 1.506 -4.538
C -1.054 0.243 -4.183
C -0.871 -0.180 -2.856
N -0.352 0.601 -1.940
C 0.038 1.852 -2.265
C 0.623 2.635 -1.164
O 0.669 2.178 0.009
H 1.336 5.414 -3.057
H -0.792 1.855 -5.555
H -1.486 -0.437 -4.905
H -1.140 -1.184 -2.545
C -3.695 4.195 -0.736
N -2.721 3.782 0.273
C -1.473 4.555 0.256
C -2.555 2.455 0.370
N -2.413 1.314 0.455
H -3.965 5.234 -0.548
H -4.586 3.578 -0.654
H -3.289 4.108 -1.749
H -1.706 5.589 0.509
H -0.992 4.516 -0.725
H -0.783 4.144 0.988
Cl -0.784 -4.814 0.891
C -0.836 -4.585 -0.861
C -1.634 -5.442 -1.580
C -1.701 -5.369 -2.972
C -0.894 -4.410 -3.597
C -0.093 -3.556 -2.880
C -0.021 -3.549 -1.435
C 0.748 -2.651 -0.728
H -2.209 -6.185 -1.040
H -2.330 -6.044 -3.537
H -0.889 -4.339 -4.681
H 0.536 -2.847 -3.411
H 1.359 -1.928 -1.256
H 0.810 -2.686 0.350

***

137
Properties=species:S:1:pos:R:3 method="wB97M-V/def2-TZVPD" charge=-1 orbital_gap_ev=8.1238 e_tot_ha=-7060.1410 lumo_energy_ev=1.735
As -21.508 8.398 26.042
F -22.192 8.755 27.691
F -23.229 8.161 25.510
F -20.913 8.002 24.445
F -19.974 8.611 26.796
F -21.412 6.654 26.390
F -21.666 10.155 25.613
Cl -17.394 5.279 26.445
C -18.789 4.390 25.724
C -18.456 2.891 25.339
Cl -17.396 2.767 23.916
H -19.348 4.906 24.944
H -19.609 4.333 26.440
H -19.445 2.463 25.177
H -18.005 2.355 26.174
Cl -22.243 5.700 32.417
C -21.577 6.958 31.290
C -22.448 8.221 31.310
Cl -22.690 8.771 32.989
H -21.377 6.533 30.306
H -20.656 7.237 31.802
H -23.354 8.015 30.740
H -22.049 9.091 30.788
C -26.999 5.248 26.442
C -28.411 5.563 26.016
C -29.307 4.354 25.912
O -29.034 6.548 26.831
H -26.951 4.736 27.403
H -26.342 6.117 26.405
H -26.577 4.473 25.802
H -28.434 6.095 25.064
H -29.009 3.680 25.108
H -30.336 4.685 25.774
H -29.319 3.809 26.856
H -29.046 6.029 27.638
C -20.783 11.025 20.379
C -22.277 11.170 20.541
C -23.054 10.354 19.563
O -22.526 10.634 21.835
H -20.329 10.098 20.729
H -20.299 11.763 21.019
H -20.374 11.187 19.382
H -22.542 12.227 20.548
H -22.910 10.843 18.600
H -24.127 10.305 19.750
H -22.744 9.309 19.589
H -22.983 9.790 21.806
C -19.589 10.202 29.863
C -18.151 9.669 29.656
C -18.014 8.166 29.613
O -17.822 9.942 28.361
H -19.886 9.966 30.885
H -20.350 9.853 29.164
H -19.558 11.291 29.826
H -17.469 10.136 30.367
H -17.002 7.897 29.916
H -18.123 7.692 28.638
H -18.697 7.668 30.301
H -18.272 9.248 27.874
C -23.135 6.299 22.449
C -24.302 7.234 22.068
C -25.585 6.543 22.558
O -24.010 8.361 22.814
H -22.915 6.280 23.517
H -22.245 6.601 21.897
H -23.319 5.240 22.268
H -24.557 7.598 21.073
H -25.416 5.748 23.284
H -26.041 6.030 21.711
H -26.341 7.244 22.914
H -23.859 8.020 23.699
C -14.736 10.695 27.755
C -14.587 11.699 28.879
C -13.946 12.969 28.506
O -15.855 12.013 29.485
H -15.354 9.816 27.936
H -13.710 10.437 27.494
H -15.127 11.091 26.818
H -14.123 11.137 29.689
H -13.023 12.775 27.959
H -13.783 13.695 29.302
H -14.492 13.489 27.719
H -16.517 11.407 29.144
O -17.205 6.331 20.992
C -17.954 6.816 21.805
N -19.265 7.032 21.598
C -17.384 7.184 23.220
H -19.611 6.519 20.800
H -19.859 7.603 22.181
H -18.038 7.772 23.863
H -16.360 7.559 23.207
H -17.067 6.239 23.661
O -18.742 14.148 25.492
C -18.300 13.163 26.089
N -18.360 12.965 27.395
C -17.887 12.049 25.274
H -17.922 12.111 27.712
H -18.586 13.680 28.072
H -18.546 12.063 24.406
H -17.984 11.082 25.766
H -16.838 12.018 24.979
O -21.805 14.274 25.181
C -22.049 13.506 24.275
N -21.534 12.329 24.084
C -23.193 13.894 23.316
H -21.194 11.783 24.862
H -21.955 11.716 23.401
H -23.009 14.103 22.262
H -23.573 14.852 23.673
H -23.872 13.044 23.250
O -26.214 11.902 25.504
C -25.208 11.265 25.771
N -24.786 10.325 24.874
C -24.414 11.634 26.995
H -25.293 10.195 24.010
H -24.081 9.646 25.126
H -24.030 12.652 26.926
H -23.490 11.060 27.066
H -25.031 11.565 27.891
O -21.295 14.919 27.892
C -21.646 14.120 28.746
N -21.613 12.874 28.388
C -21.908 14.476 30.251
H -21.431 12.640 27.423
H -21.941 12.119 28.973
H -22.831 15.031 30.419
H -21.201 15.175 30.698
H -21.986 13.626 30.929
O -21.572 2.730 26.902
C -22.410 3.552 26.465
N -22.548 3.659 25.127
C -23.374 4.361 27.353
H -22.030 3.053 24.506
H -23.051 4.390 24.645
H -23.586 3.837 28.285
H -24.347 4.439 26.867
H -22.998 5.361 27.569

***

68
Properties=species:S:1:pos:R:3 method="wB97M-V/def2-TZVPD" charge=-2 multiplicity=2 orbital_gap_ev="6.0854 / 5.8156" e_tot_ha=-4634.7511 lumo_energy_ev="3.999 / 3.729" de_lowest_kcal_mol=0.0
Cs -0.409 -0.655 -0.342
C 3.862 -0.181 -3.673
C 2.491 0.204 -3.113
C 1.408 -0.659 -3.752
C 2.226 1.678 -3.440
O 2.421 0.082 -1.712
Ge 3.380 -1.217 -0.722
O 1.927 -2.420 -0.686
C 1.914 -3.620 0.050
C 0.858 -4.521 -0.590
C 3.270 -4.326 -0.005
C 1.549 -3.344 1.511
O 2.795 -0.478 0.884
C 3.271 0.698 1.495
C 2.632 1.927 0.857
C 2.857 0.619 2.967
C 4.795 0.797 1.397
H 3.902 0.048 -4.740
H 4.066 -1.241 -3.542
H 4.653 0.371 -3.164
H 1.482 -0.655 -4.843
H 0.421 -0.288 -3.487
H 1.479 -1.684 -3.397
H 2.227 1.861 -4.516
H 2.988 2.309 -2.978
H 1.252 1.970 -3.051
H 1.134 -4.757 -1.616
H -0.109 -4.025 -0.625
H 0.747 -5.454 -0.029
H 3.584 -4.455 -1.040
H 3.204 -5.308 0.469
H 4.039 -3.751 0.509
H 0.534 -2.956 1.609
H 2.222 -2.597 1.926
H 1.607 -4.262 2.105
H 1.557 1.906 1.023
H 2.821 1.936 -0.213
H 3.015 2.846 1.308
H 1.780 0.482 3.042
H 3.131 1.529 3.506
H 3.348 -0.230 3.445
H 5.120 0.918 0.363
H 5.256 -0.110 1.788
H 5.160 1.653 1.971
C -2.493 2.628 0.844
C -1.175 3.300 0.699
N -0.421 3.606 1.682
O -0.926 3.190 2.909
C -0.646 3.676 -0.612
C 0.724 4.270 -0.796
N -1.394 3.469 -1.630
O -1.230 3.691 -2.833
H -2.350 1.700 1.400
H -2.963 2.416 -0.113
H -3.153 3.265 1.438
H -1.119 2.219 2.800
H 1.132 4.570 0.165
H 0.666 5.125 -1.474
H 1.392 3.532 -1.237
F -3.166 -1.949 -4.831
C -3.321 -1.293 -3.657
F -4.647 -1.076 -3.509
F -2.738 -0.089 -3.803
S -2.599 -2.237 -2.212
O -3.378 -3.448 -2.159
O -1.207 -2.379 -2.587
O -2.800 -1.311 -1.109
Cl -1.087 0.261 2.851

***

19
Properties=species:S:1:pos:R:3 method="wB97M-V/def2-TZVPD" charge=0 smiles="C=NCC[C@@H](C)N" orbital_gap_ev=9.7206 e_tot_ha=-307.1557 lumo_energy_ev=1.121 de_lowest_kcal_mol=46.2
C 1.182 -0.366 -2.222
C 0.169 0.080 -1.104
C 0.122 -1.078 -0.079
C -0.547 -0.640 1.231
C 0.169 0.891 2.811
N -0.135 0.767 1.595
N -1.082 0.412 -1.707
H 1.107 -1.455 -2.233
H 2.169 0.002 -1.968
H 0.827 -0.045 -3.198
H 0.661 0.939 -0.643
H -0.386 -1.898 -0.583
H 1.198 -1.189 0.040
H -1.625 -0.744 1.257
H -0.028 -1.182 2.028
H 0.263 1.928 3.143
H 0.367 0.138 3.569
H -1.780 0.517 -0.985
H -1.321 1.106 -2.394